Density functional theory data (ωB97M-V/def2-TZVPD) for a cluster of 2 separate species, C4H3NO2 in total.

Properties
SMILES: O=CC#[N+][O-].C#C
total charge: 0
relative energy (zero: lowest compared OMol25 entry of this formula, charge and spin): 133.9 kcal/mol
HOMO: -10.4 eV

Structure (XYZ):
```
10
Properties=species:S:1:pos:R:3:forces:R:3:mulliken_charge:R:1
O -0.1509 -1.7296 1.5724 0.1256 -0.1000 -0.6010 -0.41
C 0.1005 -2.0150 0.4261 -0.0751 -0.0459 0.4136 -0.13
C 0.2196 -1.0305 -0.6393 0.0678 0.6765 -0.6300 0.28
N 0.3155 -0.2255 -1.4737 -0.0284 -0.4942 0.3603 0.55
O 0.4072 0.6220 -2.3099 -0.0244 -0.3125 0.2574 -0.60
C -0.2454 2.2959 0.1695 -0.0618 -0.3206 0.4534 -0.51
C -0.3382 1.4483 1.0194 0.0365 0.3944 -0.3735 -0.39
H 0.2608 -3.0540 0.0978 -0.0214 0.0927 0.0617 0.31
H -0.1601 3.0370 -0.5958 -0.0209 -0.1254 0.1659 0.36
H -0.4089 0.6515 1.7335 0.0021 0.2350 -0.1079 0.54
```
Forces are in eV/Å.

Density functional theory data (ωB97M-V/def2-TZVPD) for a structure of composition C20H17ClFO2PPd.

Properties
total charge: 0
relative energy (zero: lowest compared OMol25 entry of this formula, charge and spin): 35.0 kcal/mol
HOMO (alpha / beta): -8.7 / -8.7 eV

Structure (XYZ):
```
43
Properties=species:S:1:pos:R:3:forces:R:3:mulliken_charge:R:1
Pd 0.3654 -2.5962 -0.7594 -0.6212 -0.0864 -0.8251 0.23
Cl 0.0478 -2.7542 2.0554 -0.1407 -0.0970 0.4535 -0.14
C 0.3175 -1.0941 2.4728 -0.0429 -0.2888 -0.0626 0.77
C 0.5678 -0.8174 3.8070 0.0260 0.2191 -0.0452 -0.69
C 0.7702 0.4955 4.2009 0.0071 -0.0116 0.0153 -0.39
C 0.7170 1.5186 3.2657 -0.0358 -0.1130 -0.0436 -0.90
C 0.4677 1.2208 1.9350 -0.0170 0.1569 -0.0023 0.15
C 0.2567 -0.0915 1.5055 0.4357 0.2085 0.0470 -0.50
P -0.0576 -0.4390 -0.2523 -0.8503 -0.7576 0.0124 1.64
C -1.8673 -0.6283 -0.3248 -0.1455 0.2027 0.3653 0.02
C -2.6706 -0.2851 0.7630 -0.0189 -0.0029 -0.0299 -0.19
C -4.0412 -0.4914 0.7176 0.0272 -0.0288 -0.0997 -0.78
C -4.6184 -1.0432 -0.4173 -0.0142 -0.0130 0.0256 -0.44
C -3.8282 -1.3718 -1.5093 0.0453 0.0395 0.0469 -0.82
C -2.4586 -1.1662 -1.4631 -0.0401 -0.0400 -0.2373 0.15
C 0.2633 1.1258 -1.0974 0.2240 0.0459 -0.2363 0.30
C -0.8109 1.8822 -1.5640 0.0838 0.1016 -0.0411 -0.23
C -0.5812 3.1025 -2.1881 -0.0607 -0.0431 0.0221 -0.78
C 0.7105 3.5719 -2.3480 0.0769 0.0150 -0.0173 -0.47
C 1.7837 2.8254 -1.8779 -0.0425 -0.0158 0.0126 -0.79
C 1.5656 1.6066 -1.2612 -0.1792 0.1021 0.1015 0.05
H 0.6007 -1.6282 4.5194 0.0017 -0.0268 0.0107 0.47
H 0.9707 0.7157 5.2411 -0.0069 0.0022 0.0049 0.38
H 0.8690 2.5450 3.5682 0.0066 0.0225 -0.0047 0.42
H 0.4277 2.0297 1.2158 0.0141 -0.0592 0.0095 0.37
H -2.2305 0.1426 1.6535 0.0185 -0.0007 0.0270 0.37
H -4.6552 -0.2262 1.5676 0.0014 -0.0100 0.0233 0.42
H -5.6840 -1.2296 -0.4460 -0.0111 0.0274 -0.0120 0.39
H -4.2726 -1.8071 -2.3935 -0.0036 -0.0055 -0.0095 0.40
H -1.8586 -1.4363 -2.3254 0.0456 -0.0510 0.1068 0.30
H -1.8261 1.5342 -1.4443 -0.0146 -0.0289 0.0047 0.33
H -1.4196 3.6834 -2.5488 -0.0122 -0.0094 -0.0056 0.42
H 0.8876 4.5172 -2.8442 -0.0144 0.0164 0.0110 0.38
H 2.7958 3.1865 -2.0011 0.0065 0.0027 -0.0087 0.41
H 2.4050 1.0268 -0.9210 0.0652 -0.0387 0.0374 0.34
C 4.5094 -2.0725 -0.9363 0.0793 -0.1091 -0.0170 -1.18
C 3.0744 -1.7369 -1.2757 0.1955 -0.8075 0.2838 0.94
O 2.7774 -0.8207 -2.0017 -0.2911 0.4371 -0.2770 -0.64
O 2.2325 -2.5747 -0.7099 1.6969 0.6491 0.3335 -0.85
H 5.1613 -1.3268 -1.3797 0.0513 0.0084 0.0092 0.33
H 4.7646 -3.0587 -1.3260 -0.0517 0.0235 -0.0369 0.34
H 4.6535 -2.1164 0.1427 -0.0561 0.0598 0.0027 0.30
F -1.0821 -3.9177 -1.0145 -0.4382 0.3038 0.0450 -0.83
```
Forces are in eV/Å.

Density functional theory data (ωB97M-V/def2-TZVPD) for a cluster of 2 separate species, C3H7NO2 in total.

Properties
total charge: 0
relative energy (zero: lowest compared OMol25 entry of this formula, charge and spin): 117.1 kcal/mol
HOMO: -7.1 eV

Structure (XYZ):
```
13
Properties=species:S:1:pos:R:3:forces:R:3:mulliken_charge:R:1
C -0.0954 -0.4841 1.6535 3.7806 0.0520 -1.5432 -0.70
C 1.5945 0.7933 2.9003 -6.5565 -2.2679 -5.1440 -0.15
N 0.7102 0.7823 1.8588 3.0020 -0.0071 1.4610 -0.05
H 0.5470 -1.2389 2.1193 -1.0862 -0.1663 0.5013 0.35
H 0.0327 -0.7066 0.5831 -0.5557 0.3087 -0.2399 0.28
H -1.0972 -0.3604 1.8912 -1.6677 0.1263 0.7667 0.27
H 1.4457 -0.0439 3.5262 0.1351 -0.8245 0.6778 0.27
H 2.1690 1.5339 3.2210 2.6319 3.4274 0.4336 0.32
H 0.7140 1.4039 0.9600 0.0742 -0.7639 2.1475 0.37
O -0.1495 0.2517 -1.5624 1.1958 0.7546 1.0972 -0.64
C -0.9100 -0.1113 -2.5003 -0.8660 1.1548 1.6609 -0.01
O -1.2008 -1.2507 -2.7776 -0.3814 -1.6588 -1.2150 -0.60
H -1.5155 0.7409 -2.9135 0.2940 -0.1352 -0.6040 0.29
```
Forces are in eV/Å.

Density functional theory data (ωB97M-V/def2-TZVPD) for a cluster of 2 separate species, C3H3N2O4P in total.

Properties
total charge: -2
relative energy (zero: lowest compared OMol25 entry of this formula, charge and spin): 34.8 kcal/mol
HOMO: 0.4 eV

Structure (XYZ):
```
13
Properties=species:S:1:pos:R:3:forces:R:3:mulliken_charge:R:1
C 2.1605 -0.9581 -0.1349 1.2373 1.8633 -1.1651 -0.62
C 1.0183 -1.1211 0.5131 -2.1161 -4.6517 2.3837 -0.26
C 2.0743 0.4222 -0.7113 -1.2156 -0.8201 0.8239 0.29
N 0.2670 -0.0515 0.4353 -1.9055 3.0039 -0.5942 0.41
N 0.8895 0.9666 -0.3448 -0.2308 -1.3351 0.6897 -0.88
O -1.6868 -0.5002 3.8659 0.4613 0.3309 -0.0859 -0.67
O -1.4445 1.8727 2.8026 -0.0999 -0.7974 -0.0551 -0.63
O 2.8728 1.0133 -1.4483 1.8146 0.6182 -1.0809 -0.82
O -2.8396 -0.0065 1.6801 0.2775 0.1858 -0.6076 -0.67
P -1.9113 0.4570 2.7442 -0.7913 0.3268 1.1841 0.94
H 2.9972 -1.5989 -0.0669 0.7474 -0.5339 -0.2850 0.39
H 0.6665 -2.1537 1.0225 0.5907 2.7497 -0.9433 0.23
H -0.7289 0.1616 0.6324 1.2304 -0.9405 -0.2642 0.29
```
Forces are in eV/Å.